<a>
71
Properties=species:S:1:pos:R:3:lowdin_spin:R:1 method="wB97M-V/def2-TZVPD" homo_ev="-5.95 / -6.74" spin_multiplicity=6 s2=8.799 molar_mass_g_mol=565.70 gap_ev="5.0 / 5.8"
Mn -0.01 0.89 0.22 4.486
C 2.02 0.43 4.38 0.007
C 1.09 0.69 3.22 0.051
N 1.47 1.26 2.07 0.044
N 2.75 1.62 1.88 0.000
C 3.20 2.13 0.72 0.012
N 4.54 2.41 0.66 0.009
S 2.22 2.37 -0.62 0.028
C -0.26 0.30 3.30 0.028
C -0.82 -0.34 4.43 0.012
C -2.16 -0.61 4.49 0.015
C -2.98 -0.22 3.42 0.018
C -2.37 0.35 2.32 0.017
N -1.06 0.58 2.21 0.055
H 2.91 1.07 4.35 0.000
H 2.35 -0.61 4.37 0.003
H 1.52 0.63 5.32 0.001
H 3.45 1.41 2.60 0.001
H 4.98 2.75 1.50 0.001
H 4.80 2.92 -0.17 0.001
H -0.18 -0.64 5.25 0.001
H -2.59 -1.09 5.35 0.001
H -4.04 -0.38 3.44 0.001
H -2.97 0.64 1.46 0.001
C 1.23 1.73 -4.19 0.002
Si 0.23 0.39 -3.25 0.009
C -1.06 -0.43 -4.41 0.001
C 1.57 -0.90 -2.83 0.001
N -0.52 1.07 -1.81 0.060
C -1.26 2.20 -1.99 0.010
C -1.79 2.66 -3.22 0.004
C -2.49 3.84 -3.31 0.000
C -2.72 4.64 -2.20 0.003
C -2.23 4.23 -0.97 0.001
C -1.54 3.04 -0.91 0.007
F -1.01 2.63 0.32 0.051
H 1.86 1.27 -4.95 0.000
H 1.89 2.24 -3.49 0.000
H 0.62 2.49 -4.67 0.000
H -0.89 -1.50 -4.48 0.000
H -0.98 -0.03 -5.41 0.000
H -2.09 -0.29 -4.08 0.000
H 1.78 -1.50 -3.71 0.000
H 1.29 -1.57 -2.03 0.000
H 2.49 -0.41 -2.55 0.000
H -1.64 2.07 -4.10 0.000
H -2.86 4.15 -4.27 0.000
H -3.26 5.57 -2.28 0.000
H -2.38 4.82 -0.07 0.000
C -1.37 -4.53 0.07 0.000
N -1.89 -3.22 -0.24 0.002
C -1.63 -2.84 -1.61 0.000
C -1.55 -2.19 0.73 0.008
C -0.06 -2.02 0.99 0.020
C 0.58 -2.93 1.83 -0.002
C 1.95 -2.92 1.99 0.017
C 2.71 -2.02 1.26 -0.001
C 2.08 -1.07 0.48 0.022
C 0.68 -0.99 0.38 -0.019
H -1.83 -5.26 -0.60 0.000
H -1.65 -4.79 1.09 0.000
H -0.28 -4.61 -0.03 0.000
H -2.01 -3.61 -2.27 0.000
H -0.56 -2.69 -1.82 0.000
H -2.15 -1.90 -1.82 0.000
H -2.06 -2.43 1.66 0.000
H -1.95 -1.25 0.33 0.004
H -0.02 -3.63 2.39 0.000
H 2.43 -3.63 2.65 0.001
H 3.79 -2.05 1.31 0.000
H 2.70 -0.37 -0.07 0.003

---

<b>
71
Properties=species:S:1:pos:R:3:lowdin_spin:R:1 method="wB97M-V/def2-TZVPD" homo_ev="-6.55 / -6.74" spin_multiplicity=6 s2=8.760 molar_mass_g_mol=565.70 gap_ev="6.1 / 6.2"
Mn -0.75 -0.04 -0.48 4.624
C -3.78 0.93 2.85 0.003
C -2.97 0.31 1.76 0.016
N -2.69 0.85 0.66 0.027
N -3.15 2.10 0.40 0.001
C -2.80 2.74 -0.75 0.008
N -3.31 3.99 -0.81 0.005
S -1.80 2.12 -1.90 0.028
C -2.41 -1.07 1.96 0.009
C -2.63 -1.77 3.12 0.002
C -2.16 -3.08 3.23 0.006
C -1.49 -3.63 2.17 0.002
C -1.27 -2.83 1.06 0.011
N -1.69 -1.57 0.97 0.035
H -4.44 1.72 2.50 0.000
H -3.12 1.35 3.62 0.001
H -4.42 0.19 3.32 0.000
H -3.63 2.61 1.11 0.001
H -4.21 4.17 -0.39 0.000
H -3.17 4.44 -1.71 0.001
H -3.16 -1.31 3.95 0.000
H -2.32 -3.65 4.14 0.000
H -1.12 -4.65 2.19 0.000
H -0.71 -3.20 0.20 0.001
C 1.37 1.93 -4.15 0.001
Si 1.86 1.04 -2.57 0.009
C 3.54 0.23 -2.82 0.001
C 2.04 2.41 -1.33 0.001
N 0.64 -0.11 -2.12 0.056
C 0.21 -0.97 -3.11 0.009
C 0.89 -1.32 -4.31 0.004
C 0.35 -2.18 -5.26 0.000
C -0.90 -2.77 -5.09 0.003
C -1.60 -2.48 -3.93 0.000
C -1.03 -1.63 -3.02 0.005
F -1.77 -1.36 -1.86 0.043
H 2.05 2.78 -4.31 0.000
H 0.35 2.32 -4.03 0.000
H 1.39 1.31 -5.04 0.000
H 4.26 0.60 -2.07 0.000
H 3.95 0.48 -3.81 0.000
H 3.49 -0.86 -2.73 0.000
H 2.99 2.93 -1.52 0.000
H 2.02 2.08 -0.29 0.001
H 1.23 3.15 -1.46 0.000
H 1.87 -0.90 -4.49 0.000
H 0.92 -2.40 -6.16 0.000
H -1.31 -3.44 -5.83 0.000
H -2.58 -2.91 -3.72 0.000
C 3.44 -1.14 3.16 0.000
N 2.73 -1.58 1.98 0.001
C 3.31 -1.04 0.77 0.000
C 1.27 -1.41 2.04 0.007
C 0.74 -0.01 2.27 0.017
C 0.74 0.47 3.58 0.000
C 0.38 1.78 3.87 0.010
C 0.04 2.63 2.81 0.000
C -0.01 2.12 1.52 0.018
C 0.27 0.77 1.18 0.021
H 4.48 -1.46 3.09 0.000
H 3.01 -1.60 4.05 0.000
H 3.43 -0.05 3.30 0.000
H 4.37 -1.30 0.73 0.000
H 3.22 0.05 0.70 0.000
H 2.81 -1.47 -0.11 0.000
H 0.91 -2.09 2.83 0.000
H 0.90 -1.77 1.08 0.004
H 1.02 -0.19 4.40 0.000
H 0.38 2.14 4.89 0.001
H -0.18 3.67 3.00 0.000
H -0.29 2.81 0.72 0.002

---

Which structure wins on stability? <b> wins.